# 1
{"formula": "C24H29ClN2O8S", "method": "ωB97M-V/def2-TZVPD", "species": ["C", "C", "N", "C", "C", "S", "O", "O", "C", "C", "C", "C", "Cl", "C", "N", "C", "O", "C", "O", "C", "O", "C", "C", "C", "C", "C", "O", "C", "C", "O", "C", "C", "O", "C", "C", "C", "H", "H", "H", "H", "H", "H", "H", "H", "H", "H", "H", "H", "H", "H", "H", "H", "H", "H", "H", "H", "H", "H", "H", "H", "H", "H", "H", "H", "H"], "coordinates": [[6.19426, 0.01521, -2.47857], [7.39479, 0.03385, -1.53428], [7.01994, 0.39088, -0.18564], [7.37689, 1.68831, 0.34107], [6.61136, 2.83294, -0.31576], [6.68782, -0.85895, 0.83863], [7.45975, -2.01885, 0.48726], [6.74740, -0.38364, 2.18973], [4.96589, -1.23517, 0.47402], [4.55621, -2.54639, 0.34104], [3.21903, -2.81273, 0.08954], [2.32534, -1.76462, -0.03873], [0.65742, -2.10955, -0.35895], [2.73979, -0.43033, 0.08166], [1.80491, 0.58182, -0.08165], [2.01820, 1.91438, -0.21860], [3.09379, 2.46678, -0.18310], [0.73214, 2.70187, -0.44668], [-0.39948, 1.85318, -0.52916], [-1.57869, 2.34925, -0.06447], [-1.68290, 3.46035, 0.39196], [-2.64108, 1.35839, -0.20004], [-3.90281, 1.67321, 0.13340], [-5.06686, 0.82360, 0.05499], [-6.32618, 1.39251, 0.26819], [-7.47800, 0.63238, 0.18437], [-8.73322, 1.15822, 0.31998], [-8.86680, 2.53704, 0.56690], [-7.40236, -0.75479, -0.07270], [-8.50616, -1.55680, -0.18580], [-9.61449, -1.35291, 0.66867], [-6.13563, -1.33084, -0.27858], [-5.86979, -2.63361, -0.55991], [-6.84494, -3.64617, -0.43288], [-4.99554, -0.53485, -0.22369], [4.08144, -0.18431, 0.35878], [6.52933, -0.17465, -3.49534], [5.67181, 0.96744, -2.45076], [5.49805, -0.76787, -2.18886], [7.85023, -0.95989, -1.49899], [8.14349, 0.74588, -1.89176], [8.45733, 1.85405, 0.22254], [7.15464, 1.64438, 1.40765], [5.53729, 2.69894, -0.22409], [6.88328, 3.76649, 0.17012], [6.86398, 2.91028, -1.37048], [5.28328, -3.33638, 0.43164], [2.87001, -3.82856, -0.01110], [0.84408, 0.27000, -0.19855], [0.59670, 3.42263, 0.37012], [0.83843, 3.27442, -1.37598], [-2.35110, 0.39655, -0.59013], [-4.07273, 2.68255, 0.49009], [-6.38481, 2.44884, 0.47154], [-9.93917, 2.71710, 0.62696], [-8.39915, 2.82535, 1.51340], [-8.44598, 3.13425, -0.24766], [-10.14066, -2.30815, 0.69084], [-9.29785, -1.08860, 1.67997], [-10.28101, -0.57885, 0.28535], [-7.25660, -3.68500, 0.57851], [-6.31061, -4.57380, -0.63893], [-7.65612, -3.52251, -1.15189], [-4.05052, -1.02569, -0.38287], [4.43287, 0.82605, 0.47171]], "forces_ev_per_a": [[0.282, 0.020, 0.042], [-0.161, -0.346, -0.649], [-0.096, -0.863, 0.798], [0.011, 0.530, 0.389], [0.139, -0.272, 0.101], [-0.197, 0.052, -0.076], [-0.209, 0.058, -0.220], [-0.114, 0.256, -0.062], [0.403, -0.040, 0.066], [0.134, -0.065, 0.015], [0.014, 0.153, 0.034], [0.242, 0.045, 0.037], [-0.135, -0.070, -0.038], [0.409, -0.215, 0.062], [-0.562, -0.322, 0.003], [-0.502, -0.081, -0.111], [0.101, 0.229, -0.003], [0.203, 0.701, 0.131], [0.007, -0.248, -0.108], [0.012, 0.478, 0.243], [0.053, -0.140, -0.118], [-0.578, -0.070, 0.073], [0.889, 0.232, -0.106], [-0.685, -0.643, -0.072], [0.108, 0.072, -0.008], [-0.061, -0.123, -0.023], [0.243, -0.463, -0.153], [-0.039, 0.244, 0.040], [-0.069, -0.062, 0.100], [0.432, 0.372, -0.350], [-0.416, -0.077, 0.214], [-0.003, 0.179, 0.060], [0.060, 0.365, -0.062], [-0.251, -0.434, -0.037], [-0.116, 0.218, 0.070], [-0.101, 0.128, 0.032], [-0.028, -0.040, -0.143], [-0.096, 0.105, -0.023], [-0.089, -0.061, -0.038], [0.118, 0.200, -0.187], [0.007, -0.030, 0.140], [-0.100, -0.083, 0.066], [0.149, 0.209, -0.072], [-0.113, 0.000, -0.006], [0.039, 0.129, 0.000], [-0.001, 0.068, -0.149], [0.034, -0.160, -0.015], [-0.054, -0.054, -0.018], [0.261, 0.207, 0.041], [0.137, -0.179, -0.173], [0.025, -0.119, 0.151], [-0.041, -0.150, -0.056], [0.029, 0.085, 0.023], [-0.047, 0.122, 0.037], [0.087, 0.046, 0.006], [0.001, -0.010, -0.047], [0.000, -0.022, 0.041], [0.022, 0.049, 0.052], [0.010, -0.007, -0.026], [0.079, -0.122, 0.070], [0.010, 0.007, -0.057], [-0.052, 0.051, 0.037], [0.099, -0.054, 0.095], [0.138, -0.098, -0.013], [-0.068, 0.113, -0.048]], "mulliken_charge": [-0.979, -0.896, 0.154, -0.542, -0.823, 1.420, -0.722, -0.725, -0.365, -0.290, -0.740, 0.686, -0.239, -0.620, -0.019, 0.496, -0.647, -0.461, -0.254, 0.476, -0.615, -0.889, -0.187, 0.766, -0.619, 0.846, -0.361, -0.964, 0.831, -0.524, -0.755, 0.182, -0.456, -0.733, -1.223, 0.124, 0.424, 0.237, 0.253, 0.469, 0.416, 0.431, 0.316, 0.136, 0.418, 0.259, 0.520, 0.420, -0.039, 0.384, 0.291, 0.313, 0.380, 0.460, 0.235, 0.378, 0.372, 0.307, 0.332, 0.230, 0.299, 0.277, 0.253, 0.433, 0.459], "charge": 0, "fmax_ev_per_a": 1.179, "gap_ev": 8.092}

=====

# 2
{"formula": "C24H29FeN5O", "method": "ωB97M-V/def2-TZVPD", "species": ["Fe", "C", "C", "C", "C", "C", "C", "C", "H", "H", "H", "H", "H", "H", "H", "H", "C", "C", "C", "C", "C", "C", "N", "N", "C", "C", "C", "C", "C", "N", "H", "H", "H", "H", "H", "H", "H", "H", "H", "C", "N", "C", "C", "C", "N", "C", "C", "O", "H", "H", "H", "H", "H", "H", "H", "H", "H", "H", "H", "H"], "coordinates": [[0.03688, 0.06054, -0.19552], [0.22198, 2.48625, 2.86252], [1.19788, 1.61384, 2.12647], [1.94128, 0.63338, 2.78267], [2.86834, -0.14772, 2.10540], [3.05039, 0.00464, 0.73936], [2.33955, 0.99352, 0.06238], [1.43615, 1.80914, 0.75794], [0.18399, 3.48602, 2.43116], [0.49138, 2.57494, 3.91332], [-0.78979, 2.07269, 2.81631], [1.81352, 0.50420, 3.85087], [3.45089, -0.87986, 2.64910], [3.77217, -0.60090, 0.20800], [2.57982, 1.19686, -0.97694], [0.98981, 2.66199, 0.26640], [-1.56656, 5.61775, -0.76162], [-2.54660, 5.03114, 0.03158], [-2.59504, 3.65582, 0.17803], [-1.62988, 2.88391, -0.45908], [-0.64689, 3.45812, -1.25772], [-0.62603, 4.83372, -1.41830], [-1.65155, 1.45696, -0.38225], [-2.78618, 0.95697, -0.37024], [-2.81358, -0.45677, -0.52761], [-4.03658, -1.09098, -0.42860], [-4.08240, -2.45072, -0.70589], [-2.91588, -3.10042, -1.08150], [-1.73308, -2.38047, -1.14418], [-1.67848, -1.07571, -0.86880], [-1.54019, 6.69303, -0.87374], [-3.28078, 5.64904, 0.52973], [-3.35551, 3.18568, 0.78592], [0.05768, 2.83663, -1.80070], [0.11576, 5.29174, -2.05729], [-4.91489, -0.51944, -0.16518], [-5.01915, -2.98853, -0.65101], [-2.91654, -4.15001, -1.33871], [-0.80369, -2.85557, -1.43117], [1.68810, -3.78313, 0.09201], [0.75366, -3.69772, 1.20567], [0.51535, -4.94373, 1.94227], [0.20373, -4.62863, 3.38796], [-0.96571, -3.67104, 3.42792], [-0.68245, -2.49946, 2.59109], [-1.43132, -1.29913, 2.92680], [0.16036, -2.54696, 1.54688], [0.41053, -1.49108, 0.87573], [2.68490, -4.03292, 0.45796], [1.73549, -2.83902, -0.43867], [1.36777, -4.56912, -0.59353], [1.41247, -5.55435, 1.85342], [-0.30593, -5.49181, 1.47109], [1.07433, -4.16372, 3.85554], [-0.02608, -5.53741, 3.94064], [-1.14790, -3.31343, 4.44096], [-1.88386, -4.15214, 3.07732], [-1.22330, -1.01025, 3.95782], [-2.50298, -1.48800, 2.83154], [-1.15124, -0.47658, 2.27703]], "forces_ev_per_a": [[-0.194, -0.010, 0.464], [-0.039, 0.015, 0.006], [0.056, -0.030, 0.028], [-0.032, 0.027, 0.000], [-0.067, -0.027, -0.036], [0.046, 0.015, -0.002], [0.215, -0.095, -0.244], [-0.116, -0.111, 0.047], [-0.001, 0.002, 0.001], [-0.005, 0.000, 0.001], [0.006, 0.001, 0.013], [0.005, 0.002, 0.003], [0.013, 0.006, 0.004], [0.010, 0.002, 0.004], [-0.044, 0.068, 0.006], [-0.002, 0.036, -0.004], [0.002, 0.005, -0.003], [-0.004, -0.009, 0.001], [0.065, 0.049, 0.046], [-0.002, -0.038, 0.153], [-0.033, 0.049, -0.044], [-0.019, -0.024, 0.022], [-0.055, 0.117, -0.432], [0.048, -0.073, 0.003], [-0.018, 0.054, -0.033], [0.080, 0.007, -0.028], [0.032, -0.023, -0.012], [-0.031, 0.005, -0.009], [0.002, 0.027, 0.003], [-0.037, -0.061, 0.022], [-0.004, 0.002, -0.007], [0.007, 0.002, 0.008], [0.001, -0.015, -0.005], [0.000, -0.014, 0.035], [0.004, 0.005, -0.004], [-0.001, 0.012, 0.000], [-0.001, -0.003, 0.001], [-0.007, -0.004, 0.002], [0.007, 0.002, 0.015], [0.027, 0.004, -0.033], [-0.028, 0.019, 0.023], [-0.013, -0.004, -0.001], [0.018, 0.033, -0.006], [-0.009, -0.007, -0.010], [0.012, -0.004, -0.028], [-0.002, 0.011, 0.011], [-0.039, 0.051, 0.055], [0.128, -0.025, -0.083], [-0.004, -0.002, -0.002], [0.000, -0.004, 0.007], [0.002, 0.003, 0.001], [0.012, 0.018, 0.010], [0.015, -0.025, 0.013], [0.005, -0.033, 0.029], [-0.035, -0.007, -0.024], [0.014, 0.006, -0.003], [0.003, -0.011, 0.020], [-0.004, -0.003, -0.002], [0.004, 0.006, -0.004], [0.004, 0.000, 0.004]], "mulliken_charge": [0.266, -1.514, 0.818, -0.573, -0.654, -0.539, -0.297, -1.241, 0.379, 0.485, 0.232, 0.479, 0.475, 0.526, 0.558, 1.138, -0.540, -0.675, -0.289, 0.512, -0.412, -0.756, 0.815, -0.609, 0.245, -0.430, -0.383, -0.682, -0.460, -0.115, 0.434, 0.424, 0.476, 0.454, 0.424, 0.533, 0.476, 0.481, 0.560, -1.082, 0.324, -0.629, -0.692, -0.614, 0.343, -0.737, -0.002, 0.471, 0.394, 0.246, 0.377, 0.403, 0.277, 0.305, 0.375, 0.369, 0.290, 0.411, 0.351, -0.199], "multiplicity": 5, "charge": 2, "fmax_ev_per_a": 0.503, "gap_ev": [7.563, 7.338], "s_squared": 6.013}